Record 1
155
Properties=species:S:1:pos:R:3 method="wB97M-V/def2-TZVPD" orbital_gap_ha=0.3444
C -3.22 -5.27 -3.38
C -2.75 -6.50 -4.28
C -1.42 -7.04 -3.74
S -0.93 -5.91 -2.48
O -0.28 -4.76 -3.08
O -0.26 -6.66 -1.43
C -2.55 -5.55 -2.05
H -4.28 -5.25 -3.40
H -2.72 -4.35 -3.84
H -2.81 -6.31 -5.36
H -3.54 -7.25 -3.99
H -0.67 -7.00 -4.53
H -1.50 -8.01 -3.25
H -2.48 -4.62 -1.44
H -2.95 -6.47 -1.56
C 2.90 -2.55 -3.92
C 1.74 -1.65 -4.29
C 2.32 -0.25 -4.51
S 3.69 -0.15 -3.28
O 3.28 0.67 -2.16
O 4.94 0.25 -3.82
C 3.67 -1.91 -2.76
H 3.55 -2.75 -4.80
H 2.55 -3.52 -3.58
H 1.00 -1.66 -3.47
H 1.23 -2.04 -5.17
H 1.61 0.58 -4.45
H 2.96 -0.27 -5.41
H 3.24 -1.84 -1.74
H 4.65 -2.39 -2.65
C -5.59 0.03 -4.42
C -4.73 -0.70 -3.31
C -3.62 -1.42 -4.06
S -4.47 -2.02 -5.51
O -5.32 -3.15 -5.17
O -3.48 -2.27 -6.58
C -5.45 -0.53 -5.78
H -5.17 1.04 -4.44
H -6.59 0.11 -4.05
H -5.27 -1.45 -2.70
H -4.32 0.03 -2.59
H -3.24 -2.24 -3.46
H -2.92 -0.65 -4.40
H -6.38 -0.82 -6.20
H -4.89 0.10 -6.49
C 1.34 -4.87 0.10
C 2.30 -5.14 1.26
C 1.69 -4.81 2.60
S 0.23 -3.90 2.22
O 0.58 -2.49 1.93
O -0.80 -4.04 3.21
C -0.09 -4.74 0.65
H 1.52 -5.71 -0.67
H 1.67 -3.92 -0.33
H 3.19 -4.50 1.19
H 2.61 -6.16 1.22
H 2.29 -4.11 3.24
H 1.32 -5.67 3.17
H -0.58 -3.93 0.11
H -0.58 -5.70 0.88
C -2.66 -2.41 5.35
C -3.71 -1.41 4.82
C -3.38 0.03 5.30
S -1.62 -0.06 5.75
O -1.59 0.02 7.17
O -0.80 0.79 4.96
C -1.34 -1.73 5.36
H -2.55 -3.27 4.75
H -2.88 -2.77 6.33
H -4.72 -1.74 5.18
H -3.74 -1.42 3.69
H -3.88 0.24 6.22
H -3.66 0.85 4.58
H -0.70 -2.16 6.12
H -0.85 -1.83 4.36
C 6.66 0.35 0.68
C 5.47 1.30 1.10
C 4.51 0.43 1.89
S 4.70 -1.29 1.40
O 3.48 -1.74 0.76
O 5.33 -2.14 2.37
C 5.98 -0.87 0.21
H 7.33 0.18 1.55
H 7.31 0.82 -0.02
H 5.01 1.79 0.22
H 5.79 2.10 1.74
H 3.45 0.61 1.66
H 4.77 0.55 2.96
H 5.49 -0.69 -0.79
H 6.57 -1.77 0.20
C 2.58 6.25 1.26
C 1.90 4.88 1.25
C 0.63 5.01 2.06
S -0.06 6.50 1.47
O -0.66 7.16 2.62
O -0.82 6.23 0.28
C 1.53 7.35 0.92
H 3.32 6.26 0.51
H 3.12 6.53 2.16
H 2.49 3.99 1.55
H 1.54 4.65 0.25
H 0.76 5.08 3.16
H -0.13 4.19 1.95
H 1.60 8.31 1.44
H 1.41 7.47 -0.16
C 0.04 3.78 -1.89
C 0.26 5.11 -2.72
C -0.09 4.68 -4.13
S -1.32 3.36 -3.98
O -0.61 2.16 -4.30
O -2.57 3.65 -4.62
C -1.44 3.40 -2.19
H 0.16 3.97 -0.85
H 0.68 2.97 -2.14
H 1.30 5.48 -2.78
H -0.46 5.82 -2.29
H 0.70 4.21 -4.70
H -0.29 5.47 -4.82
H -1.81 2.39 -1.95
H -2.22 4.06 -1.83
C -0.20 0.81 0.57
C 0.62 0.04 -0.51
C -0.05 -1.31 -0.73
S -1.77 -1.00 -0.27
O -2.42 -2.21 0.10
O -2.35 -0.20 -1.28
C -1.38 0.02 1.13
H -0.54 1.72 0.09
H 0.42 1.05 1.44
H 1.63 -0.23 -0.33
H 0.65 0.55 -1.47
H 0.38 -1.99 -0.06
H -0.26 -1.79 -1.71
H -1.14 -0.58 2.00
H -2.18 0.64 1.49
C 4.19 2.85 5.45
S 2.36 3.02 5.38
O 2.10 4.42 4.75
C 1.94 1.75 4.15
H 4.61 2.66 4.50
H 4.21 2.03 6.17
H 4.56 3.79 5.86
H 2.36 0.82 4.47
H 2.27 2.10 3.18
H 0.86 1.70 4.15
C -2.54 3.71 4.34
S -2.77 3.26 2.58
O -3.68 2.08 2.66
C -3.86 4.76 2.25
H -3.54 3.80 4.80
H -1.96 4.63 4.39
H -1.88 2.93 4.66
H -4.07 4.82 1.19
H -3.34 5.64 2.55
H -4.77 4.62 2.86

Record 2
119
Properties=species:S:1:pos:R:3 method="wB97M-V/def2-TZVPD" de_lowest_kj_mol=0.00 charge=-2 orbital_gap_ha=0.2398
Ba -0.22 1.26 0.77
C 3.08 -2.28 4.38
C 3.42 -2.52 2.91
C 4.50 -3.57 2.72
O 3.85 -1.32 2.30
C 2.71 -0.62 1.79
C 1.56 -1.73 1.86
O 2.29 -2.91 2.18
C 0.44 -2.05 0.81
O -0.44 -1.03 0.80
C -0.33 -3.28 1.35
C -0.60 -4.41 0.59
C -1.41 -5.43 1.08
C -1.96 -5.34 2.35
C -1.72 -4.20 3.11
C -0.93 -3.18 2.61
C 0.96 -2.36 -0.60
C 0.31 -1.76 -1.67
C 0.65 -2.10 -2.98
C 1.65 -3.04 -3.22
C 2.31 -3.62 -2.15
C 1.96 -3.29 -0.85
C 3.10 0.25 0.55
O 2.01 0.98 0.24
C 4.19 1.24 1.04
C 3.87 2.12 2.08
C 4.77 3.07 2.53
C 6.02 3.19 1.94
C 6.34 2.35 0.89
C 5.44 1.38 0.45
C 3.68 -0.52 -0.64
C 3.30 -0.11 -1.91
C 3.92 -0.63 -3.04
C 4.93 -1.56 -2.91
C 5.31 -1.99 -1.65
C 4.69 -1.47 -0.52
H 3.98 -2.01 4.93
H 2.65 -3.18 4.82
H 2.36 -1.47 4.48
H 5.44 -3.22 3.15
H 4.64 -3.76 1.66
H 4.22 -4.50 3.21
H 2.41 0.14 2.53
H 0.96 -1.43 2.73
H -0.19 -4.49 -0.41
H -1.61 -6.29 0.46
H -2.59 -6.13 2.73
H -2.17 -4.09 4.09
H -0.81 -2.28 3.18
H -0.48 -1.05 -1.50
H 0.12 -1.63 -3.79
H 1.92 -3.30 -4.24
H 3.11 -4.33 -2.33
H 2.48 -3.76 -0.03
H 2.88 2.08 2.52
H 4.48 3.72 3.34
H 6.72 3.94 2.28
H 7.31 2.44 0.40
H 5.73 0.74 -0.37
H 2.51 0.62 -1.99
H 3.60 -0.30 -4.02
H 5.42 -1.96 -3.80
H 6.09 -2.72 -1.53
H 5.01 -1.78 0.46
N -2.65 1.07 2.00
C -3.12 0.66 1.02
O -2.04 2.19 -1.52
N -2.25 0.67 -1.78
C -2.34 2.08 -4.44
Si -1.39 2.72 -2.95
C 0.41 2.17 -3.07
C -1.49 4.59 -2.89
Si -3.65 0.46 -0.82
Si -5.33 2.09 -0.62
C -4.58 3.78 -0.31
C -6.42 1.61 0.85
C -6.47 2.18 -2.14
Si -4.41 -1.76 -0.99
C -3.22 -2.77 -2.03
C -6.12 -1.75 -1.82
C -4.56 -2.56 0.71
H -1.99 2.59 -5.34
H -3.41 2.27 -4.33
H -2.22 1.01 -4.54
H 0.93 2.70 -3.87
H 0.46 1.09 -3.27
H 0.93 2.34 -2.13
H -0.71 5.07 -3.49
H -1.39 4.95 -1.87
H -2.46 4.94 -3.27
H -3.68 3.73 0.30
H -5.31 4.42 0.21
H -4.30 4.26 -1.24
H -5.84 1.56 1.77
H -6.91 0.65 0.71
H -7.20 2.37 0.98
H -5.94 2.57 -3.00
H -7.31 2.84 -1.92
H -6.86 1.20 -2.40
H -3.04 -2.32 -3.00
H -3.63 -3.77 -2.17
H -2.25 -2.86 -1.54
H -6.07 -1.29 -2.80
H -6.85 -1.21 -1.23
H -6.47 -2.78 -1.95
H -3.64 -2.43 1.27
H -4.75 -3.63 0.61
H -5.37 -2.12 1.29
O 0.59 2.49 2.95
C 0.42 3.62 2.47
C 1.06 4.87 3.05
C 0.56 5.97 2.16
C -0.36 5.24 1.18
O -1.00 5.83 0.32
N -0.37 3.90 1.39
H 2.14 4.74 3.04
H 0.75 4.96 4.09
H 1.34 6.48 1.59
H -0.02 6.74 2.68

Record 3
21
Properties=species:S:1:pos:R:3 method="wB97M-V/def2-TZVPD" de_lowest_kj_mol=374.84 orbital_gap_ha=0.2855
C -0.25 -0.12 2.01
C 1.70 0.89 1.00
N 0.41 0.27 0.78
C -0.65 -1.75 -1.08
N 0.42 -2.48 -0.77
N -0.47 -0.87 -2.04
H 0.37 -3.14 -0.02
H 1.34 -2.33 -1.19
H 0.43 -0.72 -2.50
H -0.43 0.72 2.69
H -1.19 -0.60 1.76
H 1.66 1.77 1.65
H 2.12 1.18 0.04
H 2.36 0.16 1.46
H 0.38 -0.85 2.53
N -2.03 1.44 -1.49
N -1.34 2.11 -0.68
H -2.71 0.87 -0.97
H -1.22 -0.14 -2.24
H -0.67 2.69 -1.21
H -0.20 0.92 0.27